Formula: C3H6FN2O
Source: the OMol25 dataset
Level of theory: ωB97M-V/def2-TZVPD

```
13
Properties=species:S:1:pos:R:3:forces:R:3:mulliken_charge:R:1
F 4.0747 -0.2691 -0.1229 -1.37 -0.15 0.23 -0.14
C 0.5685 0.9621 0.0414 -0.07 -0.82 1.17 0.64
N -1.5924 -0.0195 -0.2097 0.26 -4.15 0.83 -0.27
H 2.4550 -1.2132 0.7044 -0.03 -1.20 0.08 0.40
H 0.3368 -1.1466 -0.4677 -0.77 0.97 0.49 0.20
H -1.9889 -0.9822 -0.6418 0.73 3.15 1.16 0.40
H -1.6800 0.7621 -0.8230 -0.83 0.80 -0.59 0.34
H 2.4719 1.4673 -0.3337 0.67 0.86 -0.31 0.28
H -2.0167 0.1404 0.7367 0.04 0.02 -1.28 0.39
C 2.7981 -0.3611 0.1789 0.32 1.59 0.45 0.21
C -0.1086 -0.2300 -0.0195 -0.59 -0.34 -0.95 -0.82
O 0.3474 2.1450 0.1916 -0.62 -0.36 -0.37 -0.61
N 2.0282 0.6487 0.0328 2.25 -0.36 -0.92 -0.03
```
Positions in Å, forces in eV/Å.

Computed properties:
- molar mass (g mol⁻¹) = 105.092
- electronic energy (hartree) = -402.194308
- F_max (eV/A) = 4.24
- energy above the lowest of the compared OMol25 structures with the same formula, charge and spin (kJ/mol) = 102.54
- frontier orbital gap (eV) = 8.2647
- net charge = +1
- SMILES = [NH3+]/C=C([O-])/[NH+]=C/F

=====

Formula: C3H6FN3
Source: the OMol25 dataset
Level of theory: ωB97M-V/def2-TZVPD

```
13
Properties=species:S:1:pos:R:3:forces:R:3:mulliken_charge:R:1
H -2.8120 0.9208 0.3519 1.79 -2.40 -0.67 0.24
H 1.5310 -1.0827 0.7751 0.51 0.27 -0.75 0.26
N -0.6953 -1.5732 -0.2763 0.98 2.90 -0.98 -0.84
C -0.9535 -0.2868 -0.1984 -2.22 -0.77 1.84 0.52
H -2.8657 -0.9154 0.0344 1.11 2.44 0.55 0.28
C 0.0474 0.8419 -0.2328 -1.37 -1.48 0.44 0.05
C 1.3662 0.7067 -0.0958 -0.21 1.65 -0.40 -0.06
H 3.0014 -0.2912 0.3538 -1.86 -0.88 -0.55 0.28
N 2.0020 -0.5050 0.0511 2.34 -0.25 1.48 -0.65
N -2.2922 -0.0149 0.1967 -1.06 -0.06 -0.56 -0.47
H 0.2296 -1.4417 -0.6844 0.44 -1.59 -0.10 0.37
H 2.0106 1.6104 -0.1429 -0.66 -0.62 0.12 0.34
F -0.5697 2.0311 -0.1326 0.21 0.78 -0.41 -0.31
```
Positions in Å, forces in eV/Å.

Computed properties:
- molar mass (g mol⁻¹) = 103.100
- electronic energy (hartree) = -381.994333
- F_max (eV/A) = 3.21
- energy above the lowest of the compared OMol25 structures with the same formula, charge and spin (kJ/mol) = 98.23
- frontier orbital gap (eV) = 9.3810
- SMILES = [H]/N=C(N)\C(F)=C/N

=====

Formula: C3H6FN3
Source: the OMol25 dataset
Level of theory: ωB97M-V/def2-TZVPD

```
13
Properties=species:S:1:pos:R:3:forces:R:3:mulliken_charge:R:1
H 3.2257 -0.2008 0.2725 -1.30 -0.80 -0.03 0.26
C -0.8614 -0.5168 -0.1093 -0.48 -1.37 1.01 0.44
H -2.4434 0.5754 0.7834 0.49 -0.90 -0.75 0.25
H 2.0477 -1.3559 0.8691 0.20 2.01 -1.76 0.26
N 2.2624 -0.5813 0.1394 0.61 -0.52 1.44 -0.61
H 1.8586 1.5061 -0.1562 -0.33 -1.25 0.47 0.30
H 0.5362 -1.6532 -0.6345 -0.67 -0.45 0.41 0.32
N -2.2166 -0.2360 0.1809 2.15 1.60 -0.26 -0.52
N -0.4185 -1.7459 -0.2407 -0.51 2.02 -0.60 -0.82
C 1.3677 0.5007 0.0039 4.32 0.91 -0.07 0.15
H -2.6512 -1.0719 0.4214 -1.21 -1.48 0.50 0.28
C 0.0901 0.5831 -0.0976 -2.69 0.24 -0.05 0.03
F -0.3937 1.8600 -0.0994 -0.59 0.00 -0.32 -0.33
```
Positions in Å, forces in eV/Å.

Computed properties:
- molar mass (g mol⁻¹) = 103.100
- electronic energy (hartree) = -382.007755
- F_max (eV/A) = 4.42
- energy above the lowest of the compared OMol25 structures with the same formula, charge and spin (kJ/mol) = 62.99
- frontier orbital gap (eV) = 9.4854
- SMILES = [H]/N=C(N)\C(F)=C/N

=====

Formula: C3H6FN3O
Source: the OMol25 dataset
Level of theory: ωB97M-V/def2-TZVPD

```
14
Properties=species:S:1:pos:R:3:forces:R:3:mulliken_charge:R:1
O -1.2718 0.8640 -1.9664 2.17 -0.72 2.26 -0.38
H -1.8446 1.0049 -2.6597 -1.34 0.74 -2.94 0.38
H -2.4429 -0.1026 1.0059 0.34 -0.06 -1.19 0.36
C 1.3604 -0.4835 1.6640 -2.62 -1.28 -0.05 -0.06
N -2.2323 0.3991 -1.0961 -0.63 -0.78 5.04 -0.51
C 2.0962 0.1169 0.4755 0.08 -0.55 0.92 -0.36
N 0.0421 -0.5595 1.5344 2.40 1.87 -1.23 -0.58
C -1.7868 0.1366 0.1429 1.24 0.73 -3.07 0.03
H 1.8325 -1.2377 2.4137 -0.77 1.86 -1.34 0.32
H 1.9593 1.2845 0.2726 0.21 -2.81 0.15 0.31
N -0.3965 0.1927 0.4224 -0.62 0.45 -1.02 0.08
F 1.7125 -0.7876 -0.5856 0.62 1.52 -0.11 -0.28
H 0.2521 0.5753 -0.4233 -2.37 -1.68 2.89 0.44
H 3.0933 -0.1945 0.6724 1.29 0.69 -0.31 0.27
```
Positions in Å, forces in eV/Å.

Computed properties:
- molar mass (g mol⁻¹) = 119.099
- electronic energy (hartree) = -457.112301
- F_max (eV/A) = 5.14
- energy above the lowest of the compared OMol25 structures with the same formula, charge and spin (kJ/mol) = 380.19
- frontier orbital gap (eV) = 8.9142
- SMILES = O/N=C\N/N=C\CF

=====

Formula: C3H6FNO
Source: the OMol25 dataset
Level of theory: ωB97M-V/def2-TZVPD

```
12
Properties=species:S:1:pos:R:3:forces:R:3:mulliken_charge:R:1
H -0.5574 0.0663 -1.4882 0.09 -0.33 -0.06 0.39
C -0.7754 -0.0278 -0.4345 -0.36 1.19 1.39 -0.23
H 2.0576 -0.7801 -0.0401 0.11 -0.20 -0.18 0.33
F 1.2705 1.2689 -0.1997 0.35 0.79 -0.06 -0.31
H -0.2559 1.4887 1.1625 0.18 -0.27 0.40 0.36
H -0.1612 -1.3119 1.3538 0.42 0.55 -0.87 0.25
H -2.2500 -0.4366 0.8383 -0.62 0.53 -0.88 0.28
O 1.2819 -1.3285 -0.2172 0.57 0.08 0.43 -0.53
N -2.2248 0.0789 -0.0675 2.27 -0.44 1.28 -0.68
H -2.7122 -0.4795 -0.7298 -0.66 -0.61 -0.46 0.25
C 0.1674 0.7922 0.4532 -0.44 -1.67 -1.35 -0.06
C 0.2351 -0.7462 0.4664 -1.89 0.36 0.36 -0.06
```
Positions in Å, forces in eV/Å.

Computed properties:
- molar mass (g mol⁻¹) = 91.085
- electronic energy (hartree) = -347.702436
- F_max (eV/A) = 2.64
- energy above the lowest of the compared OMol25 structures with the same formula, charge and spin (kJ/mol) = 224.82
- frontier orbital gap (eV) = 10.1474
- SMILES = N[C@@H]1[C@@H](O)[C@H]1F

=====

Formula: C3H6FNO
Source: the OMol25 dataset
Level of theory: ωB97M-V/def2-TZVPD

```
12
Properties=species:S:1:pos:R:3:forces:R:3:mulliken_charge:R:1
C 1.7202 -0.4094 0.0923 -1.56 -8.43 -2.20 -0.12
H -1.7267 -0.1992 -1.8164 -2.67 0.71 -0.08 0.42
H -0.6215 -1.4419 -1.4135 0.20 1.50 0.53 0.35
N 0.8859 0.4271 0.1151 -4.20 9.03 0.77 -0.10
H -0.1480 0.0827 -2.3150 -0.68 -0.66 1.69 0.32
C -0.7869 -0.3181 -1.4233 3.77 -1.16 -3.32 -1.31
H 0.5091 0.8798 3.3058 -1.55 -1.12 -2.48 0.29
O 2.7664 -0.8752 0.1960 6.40 -0.32 1.43 -0.14
H 0.0760 0.5643 2.6219 1.54 1.12 2.56 -0.30
H -0.9551 1.3102 -0.0024 0.01 1.37 -0.34 0.30
F -1.2354 -0.3967 0.7852 0.77 -0.06 0.47 -0.31
C -0.4839 0.3764 -0.1456 -2.04 -1.99 0.97 0.60
```
Positions in Å, forces in eV/Å.

Computed properties:
- molar mass (g mol⁻¹) = 91.085
- electronic energy (hartree) = -347.506928
- F_max (eV/A) = 9.99
- <S²> = 2.0125
- energy above the lowest of the compared OMol25 structures with the same formula, charge and spin (kJ/mol) = 350.30
- frontier orbital gap (alpha / beta) (eV) = 6.6858 / 7.7729
- multiplicity = 3

=====

Formula: C3H6FNO2
Source: the OMol25 dataset
Level of theory: ωB97M-V/def2-TZVPD

```
13
Properties=species:S:1:pos:R:3:forces:R:3:mulliken_charge:R:1
H -0.8591 -1.7651 0.2868 -1.10 2.09 0.84 0.31
F -3.0680 -1.7620 -1.2084 2.01 1.85 1.65 -0.55
C 3.7753 0.0053 -0.1983 -0.83 1.68 3.42 0.72
H -1.9681 -0.3414 0.7483 -0.79 -1.15 1.23 0.27
C -0.6723 1.4902 0.3365 -2.51 1.45 0.31 -0.88
H -0.0339 2.2757 0.0939 0.78 1.39 0.09 0.29
H -2.3248 -1.1584 -0.6673 -1.83 -1.91 -2.26 0.48
C -0.2740 0.2779 0.1761 1.68 -1.87 -0.76 0.49
O 4.2246 -0.5445 -1.0729 1.10 -1.65 -2.99 -0.30
O 3.3870 0.5466 0.7583 -0.25 -0.04 -0.45 -0.39
H -1.7654 1.6632 0.5351 1.23 0.22 -0.15 0.19
N -1.2075 -0.7594 0.2587 1.31 -1.79 -0.96 -0.61
H 0.7862 0.0719 -0.0469 -0.80 -0.28 0.02 0.00
```
Positions in Å, forces in eV/Å.

Computed properties:
- molar mass (g mol⁻¹) = 107.084
- electronic energy (hartree) = -422.993434
- F_max (eV/A) = 3.90
- energy above the lowest of the compared OMol25 structures with the same formula, charge and spin (kJ/mol) = 101.86
- frontier orbital gap (eV) = 9.7313
- SMILES = O=C=O.C=CN.F

=====

Formula: C3H6FNO3
Source: the OMol25 dataset
Level of theory: ωB97M-V/def2-TZVPD

```
14
Properties=species:S:1:pos:R:3:forces:R:3:mulliken_charge:R:1
H 1.5952 -1.6195 -0.1207 -0.96 -0.03 -1.68 0.28
O 0.4510 2.0448 0.6634 -0.71 -0.89 -1.14 -0.68
H 1.1352 0.7674 1.8649 -1.16 -2.16 -1.75 0.42
F 0.0820 -1.3649 -1.6912 0.65 -0.45 0.04 -0.30
H -0.8435 0.7469 -1.9838 0.19 -1.32 0.98 0.20
C 0.0013 1.1419 -0.0624 0.26 1.77 -0.67 0.48
O -1.3082 -0.5770 0.8587 1.34 -0.09 -1.20 -0.51
H -1.2537 -0.2238 1.7164 -0.87 0.65 2.23 0.32
H 0.0380 -2.5180 0.0562 0.22 1.70 -0.80 0.27
C 0.0795 -0.2783 0.4789 -1.22 -1.50 -1.13 0.74
C 0.4890 -1.5575 -0.3890 0.63 0.62 2.55 -0.47
O 0.9308 -0.1961 1.5122 1.39 0.55 2.72 -0.67
N -0.6664 1.3751 -1.2152 -0.16 0.20 -1.30 -0.34
H -0.7302 2.2589 -1.6884 0.40 0.95 1.15 0.28
```
Positions in Å, forces in eV/Å.

Computed properties:
- molar mass (g mol⁻¹) = 123.083
- electronic energy (hartree) = -498.234105
- F_max (eV/A) = 3.10
- energy above the lowest of the compared OMol25 structures with the same formula, charge and spin (kJ/mol) = 9.02
- frontier orbital gap (eV) = 11.1776
- SMILES = NC(=O)C(O)(O)CF

=====

Formula: C3H6FNO3
Source: the OMol25 dataset
Level of theory: ωB97M-V/def2-TZVPD

```
14
Properties=species:S:1:pos:R:3:forces:R:3:mulliken_charge:R:1
H 0.9893 0.8675 -1.9219 1.15 -1.50 1.75 0.19
H -1.2544 -2.3369 1.8543 -0.13 0.55 0.26 0.27
H -0.9964 1.3692 -1.3687 0.29 0.27 -0.03 0.36
C 0.0891 0.5190 0.0466 0.73 -0.68 0.07 0.42
O -1.0903 0.2342 2.2033 0.41 -0.49 -1.13 -0.66
O -1.0347 0.6435 -0.7417 -1.65 0.26 -0.23 -0.54
H 2.3102 0.2714 -0.5157 -1.97 -0.04 -1.32 0.26
N -0.7119 -1.7707 1.2200 0.31 -0.92 -2.79 -0.38
C 1.2557 0.1553 -1.0146 -0.10 0.51 1.57 -0.17
H 0.0019 1.6971 1.5116 -0.01 0.25 0.04 0.38
H -0.5923 -2.2037 0.2759 0.11 0.59 1.33 0.24
O 0.5361 1.6885 0.6928 -0.78 -1.11 -0.40 -0.60
C -0.6828 -0.4287 1.2540 1.56 1.62 0.95 0.51
F 1.1013 -1.1800 -1.4062 0.09 0.69 -0.07 -0.30
```
Positions in Å, forces in eV/Å.

Computed properties:
- molar mass (g mol⁻¹) = 123.083
- electronic energy (hartree) = -498.233478
- F_max (eV/A) = 2.95
- energy above the lowest of the compared OMol25 structures with the same formula, charge and spin (kJ/mol) = 10.67
- frontier orbital gap (eV) = 11.1044
- SMILES = NC(=O)C(O)(O)CF

=====

Formula: C3H6FNOS
Source: the OMol25 dataset
Level of theory: ωB97M-V/def2-TZVPD

```
13
Properties=species:S:1:pos:R:3:forces:R:3:mulliken_charge:R:1
H 2.9853 0.6638 0.0860 -0.49 -0.67 -1.13 0.25
C -0.2312 -0.6472 0.1763 -0.39 -2.84 -0.04 -0.10
H 1.8509 0.1859 -1.4606 0.19 1.62 2.97 0.25
C 1.9385 0.5853 -0.2984 2.06 1.78 -0.24 -0.34
S -2.6449 -0.0359 -0.1345 -1.75 1.15 0.00 -0.11
H -2.9363 1.2806 0.1015 -0.57 -0.85 -0.30 0.17
H -0.4810 -1.8705 -0.0141 0.23 3.32 0.35 0.26
H 0.4855 1.7914 0.3945 4.43 2.04 -1.89 0.42
F 1.7945 -1.7332 -0.2331 -0.32 1.30 1.03 -0.31
C 1.2812 -0.5485 0.4852 -2.11 -2.29 -0.69 0.12
H 1.3208 -0.9121 1.5867 0.87 1.57 -1.57 0.27
O 1.5751 2.0741 0.0001 -5.56 -5.14 1.24 -0.52
N -1.0841 0.3005 0.1964 3.39 -0.99 0.26 -0.35
```
Positions in Å, forces in eV/Å.

Computed properties:
- molar mass (g mol⁻¹) = 123.152
- electronic energy (hartree) = -745.811731
- F_max (eV/A) = 7.67
- energy above the lowest of the compared OMol25 structures with the same formula, charge and spin (kJ/mol) = 413.57
- frontier orbital gap (eV) = 10.0166
- SMILES = OC[C@H](F)/C=N/S